Record 1
One molecule with the formula C17H21NO3. Source: the Open Molecules 2025 dataset; level of theory: wB97M-V/def2-TZVPD.

## Properties
- Lowest unoccupied orbital energy: 0.029 Eh
- SMILES: COc1ccc(C)cc1NCc1cccc(OC)c1OC
- Kohn-Sham gap: 8.0 eV

The geometry in XYZ format:
```
42
C17H21NO3 | the Open Molecules 2025 dataset | wB97M-V/def2-TZVPD
C 1.89 3.55 1.89
O 1.09 2.58 1.27
C 0.23 2.99 0.27
C 0.08 4.30 -0.16
C -0.83 4.61 -1.16
C -1.60 3.62 -1.74
C -1.45 2.30 -1.31
C -0.54 1.96 -0.31
N -0.32 0.67 0.10
H 0.19 0.60 0.96
C -1.27 -0.39 -0.15
C -0.82 -1.64 0.57
C -1.33 -1.93 1.82
C -0.88 -3.05 2.51
C 0.06 -3.87 1.93
C 0.58 -3.61 0.67
C 0.15 -2.46 -0.02
O 0.55 -2.07 -1.26
C 1.79 -2.48 -1.78
H 2.60 -2.35 -1.06
H 1.78 -3.52 -2.11
H 1.97 -1.83 -2.64
O 1.49 -4.42 0.04
C 1.96 -5.56 0.73
H 1.16 -6.26 0.95
H 2.47 -5.28 1.66
H 2.68 -6.03 0.05
H 0.39 -4.75 2.47
H -1.27 -3.28 3.49
H -2.07 -1.29 2.26
H -2.28 -0.12 0.19
H -1.30 -0.59 -1.23
H -2.05 1.53 -1.76
C -2.59 3.93 -2.82
H -2.35 3.38 -3.73
H -3.60 3.65 -2.51
H -2.59 4.99 -3.06
H -0.93 5.63 -1.48
H 0.66 5.09 0.28
H 1.28 4.31 2.40
H 2.49 3.02 2.63
H 2.56 4.05 1.18
```


Record 2
C14H19BrOY as an isolated structure. Source: the Open Molecules 2025 dataset; level of theory: wB97M-V/def2-TZVPD.

## Properties
- Lowest unoccupied orbital energy: 0.079 Eh
- Kohn-Sham gap: 4.7 eV
- Total charge: -1

The geometry in XYZ format:
```
36
C14H19BrOY | the Open Molecules 2025 dataset | wB97M-V/def2-TZVPD
C 1.90 1.64 -2.03
C 1.06 2.72 -2.47
C 0.59 3.42 -1.31
H 0.90 3.00 -3.52
C 1.11 2.74 -0.15
C 1.91 1.64 -0.61
H 2.53 0.99 0.00
H 2.56 1.01 -2.65
H 0.03 4.36 -1.31
H 0.92 2.98 0.89
Y -0.47 1.12 -1.18
Br -1.75 -0.11 -3.12
C 1.50 -3.25 0.24
C 2.59 -2.41 0.64
C 3.34 -2.06 -0.52
H 2.87 -2.17 1.66
C 2.69 -2.65 -1.66
C 1.53 -3.35 -1.18
H 0.78 -3.83 -1.80
H 0.76 -3.70 0.91
H 4.22 -1.41 -0.55
H 2.98 -2.50 -2.69
C -2.73 -1.21 1.12
C -2.12 0.16 1.37
C -3.03 1.31 0.92
C -1.86 0.27 2.87
O -0.89 0.26 0.67
H -3.69 -1.29 1.65
H -2.06 -1.99 1.52
H -2.93 -1.40 0.06
H -3.95 1.29 1.51
H -2.55 2.29 1.12
H -3.31 1.23 -0.14
H -1.24 -0.57 3.20
H -1.35 1.21 3.11
H -2.81 0.24 3.42
```


Record 3
C45H31F2MgN2O4PS2 as an isolated structure. Source: the Open Molecules 2025 dataset; level of theory: wB97M-V/def2-TZVPD.

## Properties
- Lowest unoccupied orbital energy (alpha / beta): 0.155 / 0.140 Eh
- Kohn-Sham gap (alpha / beta): 6.1 / 4.9 eV
- Total charge: -2

The geometry in XYZ format:
```
88
C45H31F2MgN2O4PS2 | the Open Molecules 2025 dataset | wB97M-V/def2-TZVPD
Mg -0.17 0.86 -1.23
O -2.90 4.16 -1.10
C -1.96 3.18 -0.89
O -1.48 2.59 -1.87
C -1.61 2.93 0.45
C -2.15 3.54 1.61
C -1.72 3.15 2.84
C -0.73 2.13 2.95
C -0.26 1.57 1.78
N -0.66 1.94 0.57
C 0.77 0.47 1.70
O 1.29 0.01 2.85
O 1.17 0.05 0.65
H -3.03 4.16 -2.06
H -2.91 4.31 1.49
H -2.13 3.60 3.73
H -0.40 1.81 3.93
H 0.75 0.33 3.58
F 1.22 -1.94 -5.84
C 0.26 -1.61 -4.93
C 0.56 -0.80 -3.86
C -0.42 -0.46 -2.93
C -1.72 -0.96 -3.11
C -1.98 -1.78 -4.21
F -3.21 -2.32 -4.45
C -1.01 -2.12 -5.14
C -2.74 -0.65 -2.06
C -4.11 -0.87 -2.22
C -4.97 -0.64 -1.15
C -4.45 -0.20 0.06
C -3.08 0.04 0.11
N -2.26 -0.15 -0.91
H 1.57 -0.42 -3.77
H -1.24 -2.76 -5.97
H -4.51 -1.23 -3.15
H -6.03 -0.83 -1.26
H -5.05 -0.07 0.94
H -2.63 0.38 1.03
C 1.71 1.92 -1.76
C 2.76 2.52 -2.04
C 3.93 3.20 -2.36
C 5.15 2.86 -1.63
C 5.28 1.60 -1.02
C 6.40 1.26 -0.30
C 7.44 2.17 -0.14
C 7.33 3.43 -0.71
C 6.20 3.78 -1.44
C 3.89 4.22 -3.40
C 2.66 4.84 -3.72
C 2.58 5.79 -4.72
C 3.70 6.15 -5.45
C 4.91 5.54 -5.17
C 5.01 4.59 -4.16
H 4.46 0.90 -1.13
H 6.47 0.28 0.16
H 8.32 1.91 0.44
H 8.12 4.17 -0.57
H 6.12 4.78 -1.84
H 1.78 4.54 -3.16
H 1.62 6.24 -4.93
H 3.63 6.90 -6.23
H 5.80 5.79 -5.75
H 5.95 4.10 -3.99
S -4.20 -1.85 3.61
P -2.56 -2.87 3.13
S -1.19 -2.11 1.92
C -1.75 -3.38 4.71
C -0.41 -3.10 4.95
C 0.18 -3.48 6.15
C -0.57 -4.15 7.11
C -1.91 -4.44 6.87
C -2.49 -4.05 5.68
C -3.04 -4.53 2.49
C -4.37 -4.88 2.30
C -4.70 -6.14 1.81
C -3.70 -7.05 1.51
C -2.37 -6.70 1.69
C -2.04 -5.45 2.17
H 0.16 -2.59 4.18
H 1.22 -3.25 6.34
H -0.11 -4.45 8.05
H -2.49 -4.96 7.62
H -3.54 -4.25 5.49
H -5.13 -4.16 2.55
H -5.74 -6.41 1.66
H -3.95 -8.03 1.12
H -1.58 -7.41 1.45
H -1.00 -5.15 2.29
```


| no. | calculated total energy (eV) |
| --- | --- |
| 1 | -25601.20677 |
| 2 | -87962.22478 |
| 3 | -100182.08706 |